Entry from OMol25: a single C5H8O molecule (wB97M-V/def2-TZVPD).

The geometry in XYZ format:
```
14
Properties=species:S:1:pos:R:3:forces:R:3:mulliken_charge:R:1
O -1.261987 2.344949 0.299181 0.0102 0.3287 -0.0317 -0.696
C -0.421885 1.606763 0.973023 0.0279 -0.6017 0.0525 -0.309
C -0.178043 0.344965 0.296551 -0.0379 0.0889 -0.0035 0.320
C -0.003230 0.116782 -1.158468 -0.0070 0.0697 -0.0401 -0.415
C 0.584956 -1.279484 -0.809377 0.0779 -0.2168 -0.1317 -0.544
C 0.015887 -1.097897 0.626111 0.1548 0.0416 0.1450 -0.458
H -0.605083 1.443076 2.064497 -0.0471 0.0763 -0.1397 0.314
H 0.692863 1.934541 1.008746 -0.0420 -0.0149 0.0233 0.163
H -0.968386 0.060100 -1.674991 0.0824 0.0093 0.0879 0.246
H 0.602879 0.872233 -1.672125 -0.1335 -0.0899 0.0663 0.279
H 0.204829 -2.129664 -1.379207 0.0735 0.1307 0.0932 0.280
H 1.676985 -1.292226 -0.823760 -0.1634 0.0203 0.0102 0.258
H -0.960375 -1.589767 0.741147 0.0991 0.1193 -0.0102 0.241
H 0.620590 -1.334370 1.508673 -0.0950 0.0384 -0.1215 0.322
```
Positions in Å, forces in eV/Å.

The maximum force comes out at 0.6 eV/A. Its gap between HOMO and LUMO (spin up / spin down) is 7.20 / 6.81 eV. Its HOMO energy (spin up / spin down) is -0.2968 / -0.2908 hartree.


Entry from OMol25: 2 unconnected molecules or ions with the total composition C22H28NO2S at a distorted geometry (wB97M-V/def2-TZVPD).

The geometry in XYZ format:
```
54
Properties=species:S:1:pos:R:3:forces:R:3:mulliken_charge:R:1
C 2.383321 2.902785 4.864150 -0.5801 -0.0775 -0.1422 -0.853
O 0.974793 2.748833 4.591876 0.3032 0.0537 -0.4844 -0.454
C 0.560387 2.732413 3.293723 -0.0060 0.0010 -0.4986 0.942
C -0.841606 2.667753 3.077148 0.8263 0.0116 0.2435 -0.680
C -1.339024 2.674432 1.791417 0.0476 -0.0825 -0.2806 -0.478
C -0.480025 2.709626 0.679238 0.0657 0.0832 -0.0093 0.166
C -1.074976 2.744558 -0.707997 -0.5393 -0.0119 -0.2710 0.386
C -0.309620 2.189751 -1.776750 0.2357 -0.1578 0.5947 -0.630
S -0.839746 2.469671 -3.371016 1.0286 0.3220 0.4106 0.385
C -0.143009 4.095978 -3.834629 -0.2555 -0.1868 -0.4838 -1.163
C 0.338474 1.419001 -4.288157 -0.4555 0.3142 -0.1335 -1.133
O -2.220110 3.204191 -0.907856 0.5628 -0.1702 0.1851 -0.770
C 0.903208 2.760421 0.897447 -0.4486 -0.1392 -0.1487 -0.542
C 1.436972 2.774889 2.181785 -0.3185 0.0021 0.7429 -0.605
H 2.435137 2.917154 5.950977 0.1655 0.0139 -0.1208 0.251
H 2.960041 2.058475 4.466115 -0.1308 0.1211 0.0887 0.334
H 2.771029 3.843072 4.451283 -0.1393 -0.1654 0.0806 0.353
H -1.503805 2.614122 3.939700 0.1852 0.0597 -0.1607 0.443
H -2.415710 2.627707 1.623483 0.2896 0.1075 -0.0061 0.496
H 0.681409 1.766021 -1.637944 -0.1409 0.1797 -0.2029 0.480
H -0.359440 4.231341 -4.902225 0.0962 0.1957 0.2302 0.433
H -0.659767 4.851472 -3.234489 0.0845 -0.2370 -0.1099 0.379
H 0.937175 4.105452 -3.647652 -0.3317 -0.0801 0.0489 0.366
H 0.041630 1.491424 -5.342250 0.2781 -0.1136 0.2403 0.465
H 1.359646 1.790655 -4.138931 -0.3222 -0.1553 0.0116 0.411
H 0.233789 0.387568 -3.932738 0.0401 0.3061 -0.0997 0.341
H 1.565731 2.796217 0.033456 -0.0347 0.0637 0.2781 0.354
H 2.518410 2.826378 2.331764 -0.4409 -0.0051 -0.1025 0.394
C -5.398901 0.815932 -4.980116 0.1892 0.2169 -0.5608 -0.735
N -5.049585 0.494910 -3.602316 1.1131 -0.0682 0.3938 0.093
C -6.137287 0.237300 -2.668035 -0.3075 -0.0101 0.3195 -0.910
C -3.782507 0.428411 -3.217182 -0.4615 -0.1420 -0.2026 -0.429
C -3.376615 0.119735 -1.907372 0.0537 -0.0223 0.3717 0.103
C -2.050340 -0.056105 -1.553360 -0.6308 -0.6244 -0.6920 -0.635
C -1.620141 -0.418921 -0.227270 0.2517 -0.2970 1.1074 0.813
C -0.289516 -0.851939 -0.000758 -0.4788 0.1276 -0.2580 -0.216
C 0.124207 -1.274894 1.254882 -0.0796 0.0354 0.0123 -0.790
C -0.773867 -1.270361 2.329743 -0.0910 0.2144 -0.2838 -0.389
C -2.085188 -0.817278 2.139299 0.0333 0.0946 -0.2244 -0.797
C -2.506937 -0.389315 0.882084 0.4397 -0.0734 -0.3027 -0.260
H -6.484786 0.762155 -5.075262 0.3037 0.0133 -0.1721 0.227
H -5.065359 1.828886 -5.243619 -0.1542 -0.2131 0.1399 0.333
H -4.925676 0.112031 -5.678574 -0.2272 0.1097 0.2215 0.332
H -7.071956 0.315077 -3.227264 0.1467 -0.0908 0.3226 0.302
H -6.051645 -0.764648 -2.226496 -0.0293 0.2132 -0.2021 0.356
H -6.141701 0.974325 -1.854128 0.0166 -0.1068 -0.2276 0.354
H -3.030052 0.619989 -3.994577 -0.3774 -0.0900 0.3038 0.447
H -4.162510 -0.037965 -1.157414 0.5129 0.3058 -0.3589 0.299
H -1.310566 -0.141438 -2.355255 -0.2517 0.1768 0.4015 0.648
H 0.402419 -0.857648 -0.847637 -0.1399 -0.0023 0.3132 0.317
H 1.154104 -1.603896 1.395747 -0.3073 0.0722 0.0065 0.403
H -0.446309 -1.594416 3.318901 -0.1035 0.0893 -0.3110 0.414
H -2.779419 -0.774627 2.978950 0.2142 -0.0514 -0.2223 0.396
H -3.520272 -0.011228 0.740317 0.2998 -0.1301 0.2043 0.252
```
Positions in Å, forces in eV/Å.

The maximum force comes out at 1.2 eV/A. Its charge is +1. Its gap between HOMO and LUMO is 6.06 eV. Its HOMO energy is -0.3742 hartree.